Computed, not measured: a molecular structure, C52H48BeGeN3O2SSb at a distorted geometry, with ωB97M-V/def2-TZVPD.

Cartesian coordinates (Å):
1 Be 1.3992 1.3730 1.8513
2 C 4.4400 -0.1501 -0.4432
3 C 4.6909 -1.2539 0.4006
4 C 4.2652 -1.2649 1.7312
5 C 3.4577 -0.2035 2.0924
6 N 2.9779 0.7352 1.2401
7 C 3.5316 0.8167 0.0088
8 C 2.9584 0.0655 3.4529
9 C 3.3726 -0.6704 4.5589
10 C 2.5448 -0.7810 5.6712
11 C 1.3195 -0.1006 5.6355
12 C 0.9049 0.7436 4.5539
13 C 1.7348 0.8026 3.4761
14 H 4.8650 -0.0127 -1.4548
15 H 5.2091 -2.1441 -0.0166
16 H 4.4499 -2.0767 2.3744
17 H 3.2747 1.6664 -0.6368
18 H 4.3611 -1.1445 4.6098
19 H 2.8482 -1.3237 6.5873
20 H 0.6628 -0.2768 6.4904
21 H -0.0795 1.1641 4.5468
22 O -1.1439 3.0359 1.4102
23 C -0.0266 3.5217 1.2467
24 O 1.1115 2.8650 1.4927
25 C 0.1869 4.9333 0.7807
26 C -0.9800 5.4138 -0.0675
27 Ge -1.0451 4.9260 -2.0075
28 C 0.7457 4.3888 -2.6188
29 C 1.8680 5.0576 -2.1399
30 C 3.1179 4.7828 -2.6054
31 C 3.2777 3.8787 -3.7055
32 C 2.1825 3.1152 -4.0854
33 C 0.9178 3.4058 -3.6286
34 C -2.1781 3.3261 -2.0851
35 C -1.6334 2.0822 -1.8628
36 C -2.3929 0.9458 -1.8423
37 C -3.7898 1.0277 -1.9571
38 C -4.3764 2.2676 -2.2162
39 C -3.5657 3.4321 -2.2091
40 C -1.6260 6.3465 -3.2089
41 C -2.2727 6.0179 -4.3867
42 C -2.4896 6.9862 -5.3398
43 C -2.0849 8.2937 -5.1678
44 C -1.4140 8.6293 -4.0172
45 C -1.1733 7.6629 -3.0180
46 H 1.2047 5.0126 0.3434
47 H 0.2675 5.4839 1.7574
48 H -0.8938 6.5143 -0.1475
49 H -1.9253 5.0930 0.3439
50 H 1.7582 5.8955 -1.4426
51 H 3.9763 5.3293 -2.2433
52 H 4.2222 3.7411 -4.2468
53 H 2.3609 2.2356 -4.7105
54 H 0.0983 2.7802 -4.0132
55 H -0.5310 2.0072 -1.6414
56 H -1.8977 0.0184 -1.6621
57 H -4.3794 0.1564 -1.7495
58 H -5.4524 2.3234 -2.4555
59 H -3.9496 4.4066 -2.4008
60 H -2.6571 5.0371 -4.4687
61 H -2.9617 6.6118 -6.2853
62 H -2.2671 9.0774 -5.9134
63 H -1.0938 9.6376 -3.8606
64 H -0.7230 8.0023 -2.0725
65 C 2.5937 -8.7279 1.0950
66 C 2.9622 -7.8663 0.0444
67 C 2.6068 -6.5212 0.0973
68 C 1.8123 -6.0814 1.1599
69 C 1.5487 -6.8984 2.2652
70 C 1.8427 -8.2807 2.1796
71 Sb 1.0524 -4.0246 1.0771
72 C -0.6155 -4.2113 2.4722
73 C -1.3879 -5.3544 2.5432
74 C -2.4263 -5.4163 3.5222
75 C -2.6461 -4.3813 4.4030
76 C -1.8340 -3.2222 4.3095
77 C -0.8783 -3.1114 3.3068
78 C 0.0601 -4.3296 -0.8189
79 C -0.3518 -5.5495 -1.3932
80 C -0.9714 -5.5482 -2.6416
81 C -1.3254 -4.3701 -3.2745
82 C -0.8903 -3.1650 -2.7201
83 C -0.1226 -3.1947 -1.5643
84 H 2.8190 -9.7812 0.9532
85 H 3.4218 -8.2864 -0.8682
86 H 2.9605 -5.8472 -0.6882
87 H 1.1499 -6.4326 3.1637
88 H 1.5241 -8.9407 2.9726
89 H -1.2412 -6.1754 1.8361
90 H -3.0755 -6.2754 3.5298
91 H -3.5475 -4.3227 5.0444
92 H -1.9738 -2.3519 4.9806
93 H -0.3500 -2.1400 3.2081
94 H -0.2201 -6.4472 -0.7966
95 H -1.1293 -6.5466 -3.1295
96 H -1.9953 -4.3850 -4.1249
97 H -1.2217 -2.1933 -3.0655
98 H 0.3097 -2.2195 -1.2052
99 C -3.5371 -1.8502 1.2797
100 N -2.2174 -1.4085 0.9192
101 C -1.5993 -0.2410 1.3064
102 N -2.3004 0.6207 1.9724
103 S 0.1697 -0.1650 1.0091
104 H -3.5666 -2.9536 1.3189
105 H -4.3219 -1.5132 0.6158
106 H -3.8844 -1.5272 2.2859
107 H -1.7254 -2.0128 0.2825
108 H -3.2386 0.4654 2.3392
109 H -1.7989 1.5140 2.1753

Values from the calculation:
Kohn-Sham gap: 8.15 eV
lowest unoccupied orbital energy: 0.3275 eV
calculated total energy: -5055.23101 a.u.
charge: 0


Computed, not measured: a molecular structure, C52H48BrCaGeNSSb, with ωB97M-V/def2-TZVPD.

Cartesian coordinates (Å):
1 Ca 0.7881 -0.3300 -0.5636
2 C -3.2170 4.1333 -0.3052
3 C -2.9712 2.6541 -0.3239
4 C -3.9791 1.7254 -0.0941
5 C -3.6895 0.3707 -0.0823
6 C -2.3775 0.0139 -0.3068
7 Br -1.9022 -1.8362 -0.2910
8 N -1.3958 0.8606 -0.5260
9 C -1.6929 2.1604 -0.5317
10 H -4.2814 4.3529 -0.2372
11 H -2.8251 4.6021 -1.2092
12 H -2.7224 4.5897 0.5547
13 H -4.9922 2.0605 0.0899
14 H -4.4433 -0.3782 0.1084
15 H -0.8655 2.8405 -0.7058
16 C 1.3970 -3.4588 5.2068
17 C 1.9347 -2.2109 5.4868
18 C 1.6018 -1.1110 4.7034
19 C 0.7298 -1.2257 3.6210
20 C 0.2096 -2.4957 3.3519
21 C 0.5271 -3.5987 4.1336
22 Ge 0.3027 0.2691 2.3716
23 C 1.3499 1.7928 3.1209
24 C 2.3629 2.3883 2.3699
25 C 3.1288 3.4396 2.8645
26 C 2.8855 3.9254 4.1397
27 C 1.8746 3.3572 4.9066
28 C 1.1209 2.3070 4.4009
29 C -1.5526 0.7671 2.9084
30 C -1.9662 2.1013 2.8807
31 C -3.2716 2.4666 3.1891
32 C -4.2063 1.4960 3.5209
33 C -3.8193 0.1624 3.5520
34 C -2.5104 -0.1921 3.2503
35 H 1.6559 -4.3154 5.8164
36 H 2.6171 -2.0901 6.3198
37 H 2.0413 -0.1488 4.9427
38 H -0.4564 -2.6333 2.5036
39 H 0.1017 -4.5680 3.9015
40 H 2.5624 2.0338 1.3615
41 H 3.9079 3.8775 2.2516
42 H 3.4747 4.7434 4.5349
43 H 1.6747 3.7347 5.9023
44 H 0.3335 1.8800 5.0137
45 H -1.2487 2.8792 2.6339
46 H -3.5574 3.5126 3.1767
47 H -5.2233 1.7762 3.7668
48 H -4.5356 -0.6037 3.8252
49 H -2.2267 -1.2377 3.3070
50 S 0.2710 -0.3777 -3.2330
51 Sb 1.0306 1.8888 -3.2557
52 C -0.8133 2.8920 -3.7331
53 C -0.8772 4.2772 -3.6027
54 C -2.0333 4.9718 -3.9416
55 C -3.1444 4.2788 -4.4002
56 C -3.0953 2.8947 -4.5166
57 C -1.9353 2.2061 -4.1883
58 C 1.8573 1.9448 -5.2266
59 C 1.7862 0.8508 -6.0803
60 C 2.3846 0.9031 -7.3330
61 C 3.0614 2.0460 -7.7380
62 C 3.1319 3.1436 -6.8913
63 C 2.5315 3.0905 -5.6396
64 C 4.0481 -0.2591 -1.8920
65 C 3.9811 -1.3156 -2.8172
66 C 4.3561 -1.1276 -4.1344
67 C 4.8184 0.1088 -4.5664
68 C 4.8780 1.1721 -3.6737
69 C 4.4795 0.9967 -2.3630
70 H -0.0175 4.8316 -3.2369
71 H -2.0645 6.0502 -3.8445
72 H -4.0477 4.8143 -4.6646
73 H -3.9622 2.3506 -4.8714
74 H -1.8978 1.1250 -4.2755
75 H 1.2708 -0.0450 -5.7530
76 H 2.3245 0.0474 -7.9946
77 H 3.5303 2.0835 -8.7133
78 H 3.6545 4.0390 -7.2045
79 H 2.6035 3.9522 -4.9828
80 H 3.5866 -2.2741 -2.5129
81 H 4.2668 -1.9459 -4.8370
82 H 5.0978 0.2542 -5.6017
83 H 5.2187 2.1427 -4.0097
84 H 4.5224 1.8266 -1.6674
85 C 4.4163 -2.8067 -0.0772
86 C 4.2590 -1.3955 0.4919
87 C 3.3592 -1.4920 1.7267
88 C 3.7130 -0.3697 -0.4888
89 C 5.6230 -0.7832 0.8735
90 C 6.7994 -1.1502 0.2252
91 C 8.0067 -0.5413 0.5403
92 C 8.0601 0.4551 1.5020
93 C 6.8926 0.8396 2.1463
94 C 5.6881 0.2298 1.8329
95 H 3.4372 -3.2223 -0.3275
96 H 4.8641 -3.4524 0.6800
97 H 5.0342 -2.8500 -0.9695
98 H 2.4537 -2.0664 1.5084
99 H 3.0404 -0.5158 2.0940
100 H 3.8749 -2.0043 2.5408
101 H 3.5089 0.5917 -0.0115
102 H 6.7891 -1.9166 -0.5370
103 H 8.9088 -0.8490 0.0270
104 H 9.0016 0.9291 1.7467
105 H 6.9154 1.6177 2.8989
106 H 4.7927 0.5546 2.3477

Values from the calculation:
Kohn-Sham gap (spin up / spin down): 7.21 / 5.70 eV
lowest unoccupied orbital energy (spin up / spin down): 0.1791 / -1.3359 eV
2S+1: 2
calculated total energy: -8032.08565 a.u.
charge: 0